Record 1
Density functional theory data (wB97M-V/def2-TZVPD) for 8 unconnected molecules or ions with the total composition C34H67Br2F3N2O13P at a distorted geometry.

```
122
Properties=species:S:1:pos:R:3:forces:R:3:lowdin_charge:R:1
C -0.488415 5.107004 -3.897843 0.33 0.45 0.15 -0.08
C -0.118045 5.702798 -2.533126 -0.61 0.11 -0.34 -0.22
C -0.701311 4.933955 -1.350652 0.50 0.34 0.28 -0.15
C -0.332543 3.456767 -1.393493 -0.10 0.07 -0.32 -0.28
O 1.032951 3.316636 -1.787836 -0.26 -0.40 0.30 -0.02
C 1.983760 3.098677 -0.777934 0.51 -0.02 -0.69 -0.41
C 3.378270 2.919407 -1.477426 -0.40 0.33 -0.66 -0.16
N 3.271271 2.662700 -2.905006 0.11 -0.23 0.06 0.05
C 2.145603 4.243423 0.212122 0.02 0.10 0.48 -0.16
O 2.332121 5.442498 -0.485215 -0.02 0.18 -0.25 -0.13
O 2.800116 6.348540 0.525261 0.08 -0.22 0.45 0.01
C 1.694647 1.792898 -0.041083 0.55 0.59 0.47 -0.03
N 0.222652 1.484239 0.093738 -0.45 0.24 -0.18 0.00
P -0.209159 0.029286 -0.819156 0.57 -1.47 -1.01 0.47
O 0.899827 -0.899433 -0.905205 0.38 0.33 0.32 -0.19
O -0.714681 0.500945 -2.243199 0.00 0.25 0.72 -0.04
O -1.437835 -0.472386 0.024904 -0.22 0.39 -0.07 -0.08
C -0.689894 2.708431 -0.110703 -0.44 0.55 0.01 -0.17
C -2.154055 2.281668 0.031139 0.52 -0.14 0.23 -0.16
C -3.142631 3.396740 0.367095 0.03 -0.05 0.00 -0.14
C -4.357727 3.390809 -0.541570 0.09 0.01 0.13 -0.79
F -4.993519 2.192604 -0.348999 0.01 0.21 0.00 -0.05
Br -3.936558 3.467387 -2.440886 -0.08 0.00 0.00 0.91
C -5.325042 4.562915 -0.184649 -0.69 -0.14 -0.31 -0.92
F -5.012834 5.669002 -0.884513 0.19 -0.21 0.52 0.01
F -5.222645 4.842273 1.130484 0.03 0.05 -0.39 0.06
Br -7.178265 4.108085 -0.576152 0.33 0.12 0.06 0.84
H -0.585251 5.908986 -4.623473 -0.01 0.06 -0.16 0.07
H -1.444433 4.593639 -3.865463 -0.10 -0.20 -0.05 0.04
H 0.304780 4.457575 -4.252815 -0.10 -0.37 -0.03 0.08
H 0.953533 5.813020 -2.449488 0.19 -0.07 0.07 0.09
H -0.549240 6.700660 -2.477765 0.05 0.18 0.09 0.11
H -1.773758 5.098653 -1.353616 -0.22 -0.30 -0.03 0.08
H -0.323391 5.389436 -0.432148 0.03 -0.01 0.15 0.12
H -0.905381 3.000978 -2.197168 0.07 -0.10 -0.19 0.12
H 3.898728 3.864964 -1.392891 0.22 0.06 0.23 0.13
H 3.941110 2.139656 -0.962246 0.13 0.07 0.36 0.13
H 3.192479 1.672490 -3.097167 -0.12 -0.06 -0.05 0.07
H 4.133656 2.962165 -3.341262 0.11 0.05 -0.04 0.06
H 3.044656 4.039842 0.800744 0.09 -0.09 0.09 0.14
H 1.322446 4.352550 0.926013 -0.15 -0.03 -0.02 0.13
H 2.780827 7.198729 0.074257 -0.10 0.08 -0.35 0.11
H 2.098418 1.874284 0.964812 -0.04 -0.18 0.19 0.15
H 2.214598 0.974675 -0.518512 -0.33 -0.32 -0.15 0.12
H 0.067299 1.233570 1.072682 -0.04 -0.29 0.04 0.18
H -1.598696 0.177199 -2.440969 -0.28 0.24 -0.39 0.11
H -2.051060 -1.013866 -0.483678 -0.24 -0.29 0.18 0.12
H -0.490160 3.342931 0.750402 0.32 -0.02 0.14 0.15
H -2.485036 1.716850 -0.831760 -0.06 0.12 -0.29 0.08
H -2.187795 1.582578 0.863543 -0.06 0.15 -0.05 0.08
H -2.690111 4.378723 0.445030 0.02 0.20 -0.28 0.13
H -3.554928 3.169593 1.347252 0.02 0.08 0.03 0.11
C -3.266766 -0.965871 3.036527 0.29 0.52 -0.11 -0.02
C -4.051327 0.149431 2.388066 -0.12 -0.36 0.21 -0.45
O -3.559550 1.247601 2.204648 -0.20 -0.34 0.41 0.02
C -5.450033 -0.192849 1.962445 0.01 0.69 -0.17 -0.01
H -2.268613 -0.603839 3.281160 0.00 -0.01 0.04 0.08
H -3.765732 -1.303024 3.944185 -0.08 -0.15 -0.09 0.10
H -3.192811 -1.803462 2.344038 -0.20 -0.12 0.18 0.06
H -6.035757 -0.513062 2.822678 0.03 -0.22 -0.03 0.10
H -5.412381 -1.009874 1.247712 -0.11 -0.21 0.10 0.07
H -5.928091 0.671653 1.503809 0.06 0.02 0.05 0.08
C -4.640016 -5.290225 2.984877 0.00 0.39 -0.07 -0.02
C -5.601709 -4.361201 2.300546 0.24 -0.11 0.09 -0.47
O -5.322387 -3.188217 2.142957 -0.16 -0.02 -0.17 0.03
C -6.908817 -4.935539 1.818195 -0.01 0.30 -0.06 -0.01
H -3.754343 -4.730816 3.277361 0.05 -0.06 0.01 0.07
H -5.093219 -5.727478 3.871017 -0.03 -0.20 -0.06 0.07
H -4.342222 -6.092560 2.309705 -0.09 -0.14 0.10 0.09
H -7.466137 -5.347442 2.660070 0.04 -0.13 -0.02 0.09
H -6.721047 -5.731933 1.097122 -0.01 -0.10 0.09 0.09
H -7.501317 -4.156042 1.344162 0.00 0.00 0.00 0.08
C 6.776577 3.485480 -5.608309 -0.10 -0.01 0.22 -0.02
C 7.502264 3.536402 -4.291176 0.02 0.07 -0.05 -0.50
O 6.932969 3.357017 -3.235729 -0.18 -0.06 0.04 0.05
C 8.982232 3.818888 -4.343584 -0.03 -0.04 0.23 -0.02
H 5.722600 3.274237 -5.435975 -0.02 0.02 -0.02 0.07
H 6.866662 4.443531 -6.122837 0.10 -0.05 -0.08 0.09
H 7.197016 2.695624 -6.232133 0.00 0.13 -0.09 0.06
H 9.160537 4.788399 -4.810327 0.03 -0.05 -0.12 0.09
H 9.487627 3.048453 -4.927431 0.01 0.08 -0.11 0.09
H 9.388109 3.828088 -3.334984 -0.01 0.00 0.01 0.08
C -2.558181 -9.313181 4.405762 -0.03 0.20 -0.10 -0.02
C -3.887193 -8.883033 4.975940 0.06 -0.08 0.02 -0.49
O -4.368618 -7.807443 4.704942 -0.05 -0.02 0.03 0.06
C -4.583863 -9.853675 5.897152 -0.14 0.18 -0.01 -0.02
H -2.165589 -8.526503 3.765189 0.00 0.01 0.01 0.08
H -1.849647 -9.503375 5.213058 -0.01 -0.13 -0.01 0.09
H -2.680393 -10.226279 3.821223 0.05 -0.08 0.10 0.09
H -3.954454 -10.064647 6.762699 0.04 -0.11 -0.04 0.09
H -4.786041 -10.788141 5.371952 0.10 -0.06 0.05 0.09
H -5.523404 -9.424211 6.235686 0.00 0.01 0.00 0.08
C -0.666338 -4.825247 0.277906 0.00 -0.18 0.12 -0.01
C -0.812028 -4.415090 1.724756 -0.04 0.08 0.02 -0.49
O -1.139428 -5.206518 2.576589 0.01 -0.07 0.02 0.07
C -0.543305 -2.967083 2.057142 -0.10 -0.26 0.07 -0.03
H -0.891355 -5.883908 0.175344 -0.01 0.00 0.00 0.08
H -1.356149 -4.252614 -0.345192 0.07 0.07 -0.05 0.08
H 0.353471 -4.640993 -0.062676 -0.03 0.12 -0.07 0.09
H -1.235522 -2.329026 1.506208 0.17 -0.05 -0.01 0.04
H 0.477300 -2.692686 1.796391 0.00 0.07 -0.10 0.08
H -0.688588 -2.809234 3.122420 0.00 0.00 0.02 0.08
C 1.934565 0.296543 5.228645 -0.05 0.01 -0.23 -0.02
C 1.733687 -1.042264 4.561027 0.04 -0.04 0.24 -0.50
O 1.616780 -1.143647 3.360477 -0.02 0.22 -0.20 0.04
C 1.685393 -2.250713 5.461385 -0.02 -0.07 -0.25 -0.01
H 1.952964 1.080770 4.475077 0.01 0.02 0.00 0.07
H 1.122052 0.491332 5.930115 0.08 -0.03 0.10 0.09
H 2.879167 0.304585 5.773320 -0.05 -0.01 0.11 0.09
H 0.862799 -2.155241 6.171752 0.08 0.04 0.10 0.09
H 2.620489 -2.341593 6.015465 -0.05 0.05 0.11 0.09
H 1.537280 -3.146869 4.863577 0.00 -0.01 0.00 0.08
C 5.732941 -0.422413 -5.697171 0.01 0.21 -0.03 -0.02
C 6.797077 -0.351929 -6.767407 -0.01 -0.09 0.01 -0.49
O 7.151328 0.704258 -7.236167 0.04 -0.02 -0.04 0.06
C 7.395329 -1.659263 -7.221530 0.10 0.14 -0.12 -0.02
H 5.387491 0.581812 -5.461251 0.01 0.01 0.00 0.07
H 4.889527 -1.018412 -6.048675 0.03 -0.10 0.06 0.09
H 6.140203 -0.881857 -4.795291 -0.05 -0.11 -0.02 0.09
H 6.617127 -2.304237 -7.631974 -0.01 -0.07 0.10 0.09
H 7.867180 -2.167140 -6.379125 -0.10 -0.08 0.02 0.09
H 8.142287 -1.469958 -7.987950 0.00 0.01 -0.01 0.08
```
Forces are in eV/Å.

- Total charge: +1
- HOMO energy: -11.056 eV
- E_LUMO: -0.102 Eh
- Largest force on an atom: 1.87 eV Å⁻¹
- Kohn-Sham gap: 8.276 eV



Record 2
Density functional theory data (wB97M-V/def2-TZVPD) for CH2O in the gas phase at a distorted geometry.

```
4
Properties=species:S:1:pos:R:3:forces:R:3:lowdin_charge:R:1
C 0.042799 0.069678 -0.023212 -0.62 -5.69 2.74 -0.06
O 0.239804 -1.103758 0.478668 0.14 5.01 -2.67 -0.08
H 0.571706 0.520187 -0.872441 0.29 -0.23 0.27 0.08
H -0.854309 0.513894 0.416986 0.19 0.91 -0.33 0.07
```
Forces are in eV/Å.

- Structure (SMILES): C=O
- HOMO energy: -10.373 eV
- E_LUMO: 0.012 Eh
- Largest force on an atom: 6.34 eV Å⁻¹
- Kohn-Sham gap: 10.698 eV



Record 3
Density functional theory data (wB97M-V/def2-TZVPD) for 3 unconnected molecules or ions with the total composition C6H18O6 at a distorted geometry.

```
30
Properties=species:S:1:pos:R:3:forces:R:3:lowdin_charge:R:1
O 0.633488 -2.133304 -0.915678 -0.55 -0.54 0.49 -0.09
C 0.310078 -0.881524 -0.289068 1.85 -0.42 -0.89 -0.19
C 0.128638 0.236276 -1.366998 -1.46 -0.40 0.60 -0.22
O 0.993198 0.106816 -2.487628 0.75 -0.48 0.65 -0.06
H 1.159978 -2.065774 -1.715588 0.06 0.74 -0.04 0.09
H -0.454042 -1.129914 0.447492 -0.96 0.51 -0.81 0.12
H 1.104458 -0.629834 0.413592 0.66 0.30 -0.34 0.11
H 0.230008 1.202506 -0.872808 0.09 0.14 -0.06 0.10
H -0.878312 0.144586 -1.774118 -0.33 0.12 0.28 0.11
H 0.632198 0.617346 -3.216088 -0.05 -0.01 0.11 0.09
O 1.101358 -4.300474 3.678802 -0.79 -0.84 0.26 -0.05
C 0.108298 -5.012334 2.938422 0.75 -0.50 -0.53 -0.27
C 0.009788 -4.374874 1.595832 -0.08 0.66 -0.37 -0.25
O 1.279618 -4.272024 0.892272 -1.17 -0.78 1.45 -0.06
H 1.816448 -4.218524 3.043562 0.38 0.18 -0.06 0.07
H 0.277978 -6.077944 2.784172 0.67 -0.29 0.57 0.11
H -0.893972 -4.944854 3.361512 0.21 0.29 0.52 0.12
H -0.390722 -3.425124 1.950312 0.13 0.82 -1.09 0.11
H -0.762772 -4.910624 1.044252 0.09 0.08 -0.48 0.12
H 1.169698 -3.654874 0.165192 -0.23 0.47 -0.24 0.04
O 0.612958 4.074166 -0.247538 0.28 -0.94 0.15 -0.08
C 0.147958 5.107266 -1.082568 -1.61 -0.36 0.26 -0.21
C -1.435502 4.994316 -1.473088 2.36 -0.61 -0.60 -0.25
O -2.203112 5.387226 -0.393788 -0.01 1.10 1.35 -0.06
H 0.563588 4.148426 0.708312 -0.49 0.73 -0.16 0.09
H 0.294538 6.110476 -0.682338 -0.18 0.06 0.41 0.11
H 0.873238 5.040756 -1.893528 -0.79 0.04 -0.74 0.11
H -1.776562 3.995696 -1.746088 0.73 -0.38 -0.24 0.11
H -1.503122 5.605876 -2.372828 -0.44 0.47 -0.02 0.10
H -3.149392 5.260266 -0.493998 0.15 -0.16 -0.41 0.09
```
Forces are in eV/Å.

- Structure (SMILES): OCCO.OCCO.OCCO
- HOMO energy: -9.951 eV
- E_LUMO: 0.017 Eh
- Largest force on an atom: 2.51 eV Å⁻¹
- Kohn-Sham gap: 10.427 eV



Record 4
Density functional theory data (wB97M-V/def2-TZVPD) for 8 unconnected molecules or ions with the total composition C18H53NO8 at a distorted geometry.

```
80
Properties=species:S:1:pos:R:3:forces:R:3:lowdin_charge:R:1
C -0.371850 -1.741683 5.542762 0.46 0.55 0.00 -0.06
C -1.234121 -0.503472 5.622755 -1.48 0.78 1.07 -0.48
C -0.569164 0.852111 5.616974 0.07 1.21 0.67 -0.28
O 0.120406 1.198933 4.423659 2.20 0.54 0.56 -0.23
C 1.084438 2.330865 4.686616 -1.88 -0.88 1.00 -0.16
N -2.283904 -0.480668 4.629585 0.51 -1.51 -1.08 0.04
H 0.574528 -1.424792 5.980987 0.31 -0.54 -0.01 0.07
H -0.205866 -2.097360 4.525879 0.03 0.05 -0.01 0.07
H -0.816491 -2.533480 6.145632 0.09 -0.09 -0.19 0.07
H -1.720755 -0.577170 6.595314 0.01 0.28 0.36 0.13
H -0.069182 1.002863 6.573739 1.35 -0.26 -0.15 0.11
H -1.312984 1.639388 5.739536 -0.85 -0.10 -0.09 0.11
H 0.477064 3.086244 5.185223 -0.14 0.54 -0.45 0.05
H 1.603309 2.738761 3.819155 -0.46 -0.60 -0.21 0.06
H 1.772594 2.088865 5.496544 0.40 -0.66 -0.28 0.05
H -1.657850 -0.244877 3.872911 -1.10 0.27 -1.32 0.04
H -3.001636 0.223410 4.725768 0.36 0.35 0.24 0.06
C -0.566682 4.234270 -1.246721 0.31 0.85 0.39 -0.16
C -0.665324 3.252489 -2.332010 -0.66 -2.15 0.10 -0.38
O 0.313754 3.261628 -3.330745 0.81 0.83 -1.46 -0.10
H -0.914961 3.804127 -0.307698 0.00 0.06 0.06 0.05
H -1.176061 5.109276 -1.472821 0.46 0.35 0.20 0.07
H 0.501437 4.426114 -1.144573 -0.03 0.63 0.48 0.06
H -1.645002 3.333457 -2.802934 0.01 -0.37 -0.20 0.11
H -0.506092 2.271854 -1.883559 -0.80 -0.36 0.17 0.09
H 1.079710 3.774099 -3.061900 -0.01 0.19 0.29 0.08
C 1.367283 -3.687027 -2.385823 0.33 0.89 0.00 -0.10
C 0.202023 -4.478626 -1.862120 -0.19 1.08 -1.27 -0.34
O 0.508117 -5.838644 -2.076800 -0.37 -0.83 0.78 -0.08
H 1.140972 -2.640462 -2.589773 -0.25 0.17 0.29 0.05
H 1.652923 -4.084447 -3.359757 0.32 -0.21 0.14 0.07
H 2.181648 -3.700766 -1.661447 0.26 -0.17 -0.30 0.07
H -0.659955 -4.202678 -2.469548 -0.37 -0.04 0.06 0.10
H -0.052047 -4.177772 -0.845731 0.19 -0.75 0.24 0.11
H 0.168438 -6.059899 -2.947019 0.05 -0.10 0.07 0.08
C 2.926890 0.880266 -3.569866 -0.39 -1.03 -0.22 -0.10
C 2.770417 0.957303 -5.131962 -0.34 2.00 1.90 -0.26
O 2.397413 2.316015 -5.472579 0.81 -0.19 -0.67 -0.12
H 3.103842 -0.137058 -3.220805 0.13 -0.33 -0.27 0.05
H 2.024122 1.149392 -3.021531 -0.33 0.25 -0.41 0.04
H 3.718665 1.455419 -3.089870 0.21 0.33 -0.73 0.06
H 1.972709 0.338066 -5.542203 0.26 -0.58 0.31 0.09
H 3.734683 0.772088 -5.605236 -0.19 -0.10 -0.15 0.10
H 1.791562 2.696753 -4.832593 -0.29 -0.45 0.22 0.03
C -3.883108 2.032052 -0.841104 -0.75 -0.79 0.13 -0.12
C -4.110402 0.516062 -0.933604 0.89 0.49 1.61 -0.29
O -3.695835 -0.103922 0.308346 0.02 -0.17 -0.71 -0.11
H -4.128806 2.421336 -1.829128 0.25 0.60 0.09 0.07
H -2.913350 2.322254 -0.436808 0.23 -0.22 -0.58 0.05
H -4.586434 2.409536 -0.098849 -0.27 0.27 -0.15 0.06
H -3.484213 0.079061 -1.711436 -0.34 -0.20 0.03 0.08
H -5.174177 0.314447 -1.059411 0.03 -0.10 -0.55 0.10
H -4.146419 0.354694 1.021257 -0.03 0.07 0.16 0.06
C -0.050404 -0.227619 -0.202173 -1.72 -1.01 0.76 -0.07
C -0.437259 0.118054 1.289215 1.26 0.77 -2.90 -0.31
O 0.815308 0.184353 1.891329 0.74 -0.85 1.42 -0.11
H 0.090032 -1.307418 -0.251221 0.09 -0.24 0.06 0.05
H 0.875491 0.175865 -0.612061 -0.26 0.67 0.42 0.06
H -0.932899 -0.047582 -0.816089 0.14 0.29 -0.44 0.04
H -1.110568 -0.625663 1.715428 -0.05 0.05 -0.10 0.10
H -0.846926 1.127690 1.319190 -0.66 -0.06 0.09 0.09
H 0.678480 -0.209348 2.756132 0.57 0.41 0.50 0.05
C 3.554199 -2.289009 2.085711 -1.15 -2.78 -1.86 -0.12
C 4.001092 -1.225763 2.938303 -0.01 1.98 1.50 -0.38
O 4.166477 -1.774967 4.229533 0.83 -0.65 0.94 -0.11
H 2.697401 -2.836770 2.478067 -0.23 0.32 0.38 0.08
H 4.300629 -3.080255 2.015822 0.42 0.07 0.08 0.08
H 3.267632 -2.102266 1.050766 0.20 0.77 0.03 0.07
H 3.290589 -0.434204 3.176497 -0.33 0.34 -1.33 0.10
H 4.928597 -0.774949 2.585312 0.15 0.11 -0.12 0.11
H 4.212880 -1.013309 4.812064 0.07 -0.13 0.37 0.06
C -1.103617 -0.854655 -4.031132 -0.27 1.28 -0.10 -0.08
C -2.339566 0.076246 -4.340862 1.84 -1.73 0.99 -0.28
O -3.435548 -0.849521 -4.462848 0.14 1.23 -0.56 -0.10
H -1.242378 -1.259389 -3.028617 0.03 -0.34 -0.19 0.06
H -0.148166 -0.330178 -4.043164 0.01 0.34 0.12 0.05
H -1.000704 -1.622824 -4.797576 -0.28 -0.23 0.13 0.07
H -2.131522 0.650771 -5.243497 -0.40 0.11 -0.06 0.11
H -2.473193 0.739052 -3.485921 -0.33 0.04 -0.22 0.08
H -3.262336 -1.135032 -5.362891 -0.65 -0.64 -0.11 0.07
```
Forces are in eV/Å.

- Total charge: -1
- Expectation value of S²: 0.7504
- HOMO energy (alpha / beta): 0.797 / -6.896 eV
- E_LUMO (alpha / beta): 0.087 / 0.084 Eh
- Largest force on an atom: 3.53 eV Å⁻¹
- Multiplicity: 2
- Kohn-Sham gap (alpha / beta): 1.568 / 9.180 eV



Which of these has the highest largest force on an atom? CH2O



Which formula does entry 4 have? C18H53NO8